82
Properties=species:S:1:pos:R:3 method="wB97M-V/def2-TZVPD" total_charge=0 orbital_gap_ev=9.0 e_tot_ha=-3159.95594
C -6.40 0.47 1.04
C -5.70 -0.88 1.74
C -5.62 -0.58 3.36
C -4.42 -1.40 4.14
C -3.65 -0.50 5.30
C -4.56 0.50 6.24
O -3.07 -1.41 6.35
C -1.99 -0.55 6.94
O -1.36 -0.66 8.12
O -1.67 0.60 6.04
C -2.18 0.06 4.74
C -2.38 1.18 3.54
C -2.16 0.59 2.02
C -0.63 0.92 1.46
C -0.61 1.82 0.09
O 0.06 1.12 -1.05
B -1.01 -1.10 4.45
O 0.42 -0.65 4.62
O -1.31 -2.51 4.09
H -7.02 0.18 0.07
H -5.60 1.32 0.82
H -7.15 0.92 1.85
H -4.64 -1.12 1.30
H -6.38 -1.82 1.51
H -6.67 -0.93 3.80
H -5.59 0.58 3.50
H -3.70 -1.81 3.31
H -4.92 -2.34 4.64
H -4.07 1.53 6.49
H -5.63 0.72 5.83
H -4.72 -0.06 7.28
H -1.56 2.01 3.73
H -3.44 1.70 3.55
H -2.47 -0.54 1.88
H -2.88 1.21 1.30
H -0.10 -0.11 1.21
H 0.03 1.39 2.34
H 0.07 2.79 0.29
H -1.68 2.11 -0.30
H 0.47 1.89 -1.58
H 0.43 0.35 4.48
H -0.53 -3.05 4.46
C 0.18 -3.90 1.60
S 1.09 -4.49 0.16
O 0.08 -4.92 -0.87
C 1.74 -5.99 0.94
H -0.34 -2.98 1.33
H -0.55 -4.65 1.92
H 0.88 -3.69 2.42
H 0.92 -6.61 1.29
H 2.39 -5.71 1.77
H 2.32 -6.54 0.19
C 3.70 1.64 -3.42
S 2.57 3.03 -3.64
O 1.18 2.53 -3.37
C 2.76 3.15 -5.44
H 3.71 1.37 -2.36
H 3.37 0.79 -4.01
H 4.71 1.94 -3.72
H 2.49 2.21 -5.91
H 3.80 3.40 -5.67
H 2.11 3.95 -5.81
C 8.12 3.73 -5.22
S 6.99 5.12 -5.44
O 5.60 4.61 -5.17
C 7.19 5.24 -7.23
H 8.13 3.45 -4.16
H 7.79 2.87 -5.81
H 9.13 4.02 -5.52
H 6.91 4.29 -7.71
H 8.22 5.49 -7.47
H 6.53 6.03 -7.60
C 1.96 -3.16 -4.90
S 1.74 -1.45 -4.36
O 2.78 -1.16 -3.33
C 0.17 -1.72 -3.49
H 2.91 -3.23 -5.44
H 1.98 -3.82 -4.03
H 1.14 -3.44 -5.57
H 0.31 -2.48 -2.71
H -0.59 -2.05 -4.20
H -0.14 -0.78 -3.04



70
Properties=species:S:1:pos:R:3 method="wB97M-V/def2-TZVPD" total_charge=-1 orbital_gap_ev=7.7 e_tot_ha=-2844.70308
C 1.84 4.60 1.64
C 1.68 2.97 1.40
C 2.87 2.12 2.21
C 3.70 1.21 1.14
C 4.09 -0.28 1.74
C 4.81 -1.19 0.59
C 3.81 -1.56 -0.69
C 4.09 -0.48 -1.90
C 2.79 -0.17 -2.86
C 1.50 0.48 -2.07
C 0.05 0.14 -2.84
Ga -1.46 0.04 -1.43
N -0.83 0.66 0.34
C -3.12 1.23 -1.89
C -4.07 1.56 -0.60
C -5.04 0.32 -0.12
C -4.37 -0.54 1.11
C -3.99 -2.09 0.74
C -2.84 -2.59 1.81
C -2.06 -3.97 1.38
C -0.55 -3.76 0.79
C 0.42 -2.80 1.74
H 2.17 4.73 2.78
H 2.68 4.97 0.90
H 0.81 5.18 1.48
H 0.64 2.57 1.78
H 1.76 2.81 0.22
H 3.54 2.95 2.73
H 2.40 1.50 3.11
H 4.66 1.79 0.76
H 3.03 1.02 0.20
H 4.91 -0.08 2.59
H 3.17 -0.82 2.26
H 5.23 -2.18 1.07
H 5.72 -0.59 0.14
H 4.18 -2.61 -1.09
H 2.69 -1.67 -0.38
H 4.59 0.54 -1.52
H 4.91 -0.97 -2.61
H 2.46 -1.10 -3.53
H 3.15 0.66 -3.64
H 1.40 0.08 -0.98
H 1.62 1.67 -2.11
H -0.15 0.88 -3.73
H 0.23 -0.93 -3.34
H -1.95 -1.50 -1.39
H -1.28 1.60 0.56
H -1.23 -0.04 1.03
H -2.65 2.27 -2.25
H -3.72 0.83 -2.84
H -4.81 2.46 -0.86
H -3.43 1.95 0.32
H -6.02 0.82 0.32
H -5.42 -0.36 -1.02
H -5.16 -0.60 2.00
H -3.45 0.08 1.51
H -4.95 -2.75 0.97
H -3.72 -2.28 -0.38
H -2.11 -1.70 2.13
H -3.44 -2.85 2.82
H -2.72 -4.59 0.63
H -1.96 -4.63 2.37
H 0.00 -4.82 0.76
H -0.61 -3.35 -0.31
H 0.22 -1.69 1.36
H 1.58 -3.08 1.62
H 0.07 -2.97 2.84
O -4.30 3.64 -4.19
H -4.70 3.48 -3.32
H -3.36 3.76 -4.00



71
Properties=species:S:1:pos:R:3 method="wB97M-V/def2-TZVPD" total_charge=-1 orbital_gap_ev=7.0 e_tot_ha=-1831.43453
C 0.78 -2.04 2.67
C 0.75 -0.58 2.30
N -0.46 0.13 2.74
C -0.51 1.47 2.09
C -1.12 1.42 0.69
C -0.59 0.24 4.12
S 0.62 0.17 5.21
S -2.17 0.52 4.76
C -3.33 0.66 3.39
C -4.59 -0.22 3.46
C -4.41 -1.71 3.73
In -4.15 -2.95 1.90
H 0.07 -2.60 2.09
H 0.60 -2.19 3.72
H 1.78 -2.42 2.46
H 1.65 -0.06 2.62
H 0.73 -0.52 1.22
H 0.51 1.85 2.06
H -1.08 2.12 2.73
H -0.46 1.82 -0.06
H -1.35 0.40 0.44
H -2.06 1.95 0.67
H -2.85 0.49 2.44
H -3.64 1.70 3.40
H -5.04 -0.12 2.48
H -5.30 0.23 4.15
H -3.59 -1.92 4.41
H -5.30 -2.06 4.23
H -5.53 -4.07 1.69
H -2.69 -3.96 2.09
H -4.06 -1.89 0.46
C -1.64 -2.30 -3.16
C -0.90 -2.80 -1.92
C 0.40 -2.07 -1.64
C 1.48 -2.16 -2.73
C 1.92 -3.57 -3.10
C 2.54 -4.34 -1.94
H -1.06 -2.43 -4.07
H -2.58 -2.83 -3.29
H -1.88 -1.23 -3.06
H -0.72 -3.88 -2.02
H -1.55 -2.68 -1.05
H 0.81 -2.44 -0.70
H 0.18 -1.01 -1.48
H 2.35 -1.60 -2.38
H 1.13 -1.65 -3.63
H 2.65 -3.50 -3.92
H 1.07 -4.14 -3.51
H 3.41 -3.82 -1.55
H 2.86 -5.34 -2.26
H 1.83 -4.48 -1.12
C 2.73 1.25 -1.48
C 3.15 2.57 -0.84
C 1.96 3.45 -0.45
C 1.07 3.88 -1.62
C 1.80 4.64 -2.73
C 2.42 5.96 -2.26
H 2.18 1.40 -2.40
H 3.61 0.63 -1.71
H 2.10 0.67 -0.80
H 3.82 3.11 -1.52
H 3.73 2.36 0.06
H 2.33 4.33 0.08
H 1.34 2.91 0.27
H 0.27 4.51 -1.23
H 0.59 3.00 -2.05
H 1.08 4.85 -3.53
H 2.57 4.01 -3.18
H 1.65 6.62 -1.86
H 2.90 6.47 -3.09
H 3.17 5.80 -1.49